{
  "formula": "C45H63N7O20P3S",
  "method": "ωB97M-V/def2-TZVPD",
  "homo_energy_ev": -10.85,
  "homo_lumo_gap_ev": 8.3,
  "mol_weight_g_mol": 1147.0,
  "multiplicity": 1,
  "e_tot_ha": -5062.48366,
  "charge": 1,
  "species": ["C", "C", "C", "C", "C", "C", "P", "O", "O", "S", "C", "C", "C", "O", "C", "O", "C", "P", "O", "O", "O", "N", "C", "C", "C", "N", "P", "O", "O", "O", "C", "C", "C", "N", "C", "C", "O", "C", "C", "O", "H", "H", "H", "H", "H", "H", "H", "H", "H", "H", "H", "H", "H", "H", "H", "H", "H", "H", "H", "H", "H", "H", "H", "H", "H", "H", "H", "H", "H", "H", "H", "H", "H", "H", "H", "H", "H", "H", "H", "H", "H", "H", "H", "C", "C", "C", "C", "C", "C", "N", "O", "O", "H", "H", "H", "H", "H", "C", "C", "C", "C", "C", "C", "N", "O", "O", "H", "H", "H", "H", "H", "C", "C", "C", "C", "C", "C", "N", "O", "O", "H", "H", "H", "H", "H", "C", "C", "C", "C", "C", "C", "N", "O", "O", "H", "H", "H", "H", "H"],
  "xyz": [[0.454512, -1.316042, 2.524503], [0.649802, 0.141389, 2.120729], [1.538444, 0.472903, 0.896864], [2.848063, -0.342675, 0.993523], [0.965129, 0.351703, -0.538254], [-0.411691, -0.424897, -0.742766], [-0.188375, -2.008103, -1.602319], [0.212285, -1.748819, -3.107437], [-1.515793, -2.879314, -1.667106], [1.154289, -3.060363, -0.665202], [-1.530701, 0.620949, -1.119443], [-2.340442, 0.185749, -2.350516], [-3.660913, 0.903742, -2.666635], [-4.677858, -0.078414, -2.892494], [-5.824714, 0.457921, -3.389450], [-6.025691, 0.623425, -4.545185], [-2.505537, 0.482831, 0.100668], [-3.323767, -1.086260, 0.476510], [-2.433795, -2.083771, 1.089146], [-4.215172, -1.680406, -0.678881], [-4.370170, -0.622500, 1.596643], [-0.758105, 2.006268, -1.196711], [-1.087876, 2.771976, 0.124169], [-0.766151, 4.242327, 0.306901], [-0.436433, 4.593306, 1.810947], [-0.250490, 3.515522, 2.760403], [-1.295030, 3.133680, -2.479752], [-1.516536, 2.499187, -3.775750], [-2.624384, 3.765641, -1.912197], [-0.122277, 4.183699, -2.625504], [0.739689, 1.631228, -1.344273], [1.917952, 2.641782, -1.135691], [2.121015, 3.660815, -0.054389], [2.445898, 4.842185, -0.395542], [0.983738, 1.255031, -2.840563], [2.393342, 0.756717, -3.178084], [2.242770, -0.111415, -4.296579], [3.339275, -0.678940, -4.857890], [4.660800, -0.698369, -4.148738], [3.207042, -1.199646, -5.925300], [1.393298, -1.840349, 2.682877], [-0.077624, -1.326335, 3.476020], [-0.145836, -1.901578, 1.838153], [1.034332, 0.671986, 2.993429], [-0.347774, 0.562957, 1.961405], [1.911636, 1.471766, 1.112670], [2.676684, -1.410901, 1.000967], [3.458154, -0.100700, 0.119302], [3.425917, -0.000567, 1.849870], [1.628532, -0.329811, -1.058191], [-0.615077, -0.796082, 0.256876], [0.435307, -2.584019, -3.545985], [-1.477167, -3.536918, -0.953215], [-1.760738, 0.222968, -3.269489], [-2.595468, -0.868872, -2.265509], [-3.973742, 1.643106, -1.924097], [-3.541839, 1.444976, -3.602634], [-6.573229, 0.709924, -2.627843], [-3.313840, 1.217368, 0.065552], [-2.020004, 0.694251, 1.048274], [-4.204470, -2.650983, -0.655077], [-5.183597, -0.273634, 1.207904], [-2.160428, 2.730993, 0.241678], [-0.616996, 2.173442, 0.892749], [0.029386, 4.668197, -0.283394], [-1.628753, 4.862007, 0.065772], [-1.224146, 5.229398, 2.206768], [0.462202, 5.207044, 1.833586], [0.457747, 2.840895, 2.504441], [-1.097538, 2.996702, 2.958359], [-3.060980, 4.260639, -2.624435], [-0.424270, 5.076526, -2.396699], [2.081945, 3.203160, -2.050180], [2.788185, 1.991719, -1.006713], [2.064176, 3.426061, 1.007669], [2.621145, 5.423947, 0.421992], [0.271738, 0.530417, -3.221678], [0.857607, 2.136372, -3.464034], [2.930098, 0.284657, -2.357203], [3.014171, 1.597809, -3.492541], [4.930662, -1.722226, -3.902359], [4.743973, -0.093206, -3.252958], [5.399722, -0.343476, -4.863687], [-8.226543, -6.030217, 1.117256], [-7.367286, -4.940338, 1.165763], [-6.116260, -5.016794, 0.578559], [-5.747350, -6.189985, -0.053238], [-6.584195, -7.288716, -0.105008], [-7.833559, -7.202584, 0.486590], [-4.428204, -6.281890, -0.697536], [-3.687660, -5.313979, -0.646744], [-4.141218, -7.319722, -1.248202], [-9.204823, -5.965677, 1.573708], [-7.672466, -4.029953, 1.662223], [-5.442293, -4.175562, 0.621442], [-6.270737, -8.195564, -0.599103], [-8.501495, -8.051446, 0.453149], [0.368975, -8.802994, -2.516094], [0.022440, -7.683657, -1.769994], [1.012417, -6.875891, -1.233411], [2.336157, -7.206274, -1.459303], [2.701993, -8.317844, -2.193528], [1.705031, -9.120603, -2.724057], [3.387267, -6.335246, -0.905053], [3.023412, -5.378333, -0.252209], [4.543327, -6.618129, -1.137365], [-0.405547, -9.429815, -2.937380], [-1.019107, -7.439069, -1.607313], [0.757617, -6.002490, -0.651601], [3.743427, -8.554430, -2.350979], [1.971763, -9.993863, -3.302649], [7.809349, 7.529862, -0.792527], [7.449229, 6.837918, 0.356691], [6.912841, 5.564811, 0.261266], [6.750075, 5.006008, -0.992791], [7.096855, 5.678650, -2.149361], [7.630098, 6.952364, -2.042494], [6.200884, 3.646976, -1.099788], [5.878959, 3.079716, -0.073688], [6.093502, 3.162636, -2.207908], [8.233285, 8.521710, -0.713371], [7.590344, 7.289086, 1.328747], [6.631828, 5.017478, 1.148146], [6.956912, 5.219525, -3.116073], [7.909651, 7.492959, -2.935619], [0.095261, 2.900094, 9.051915], [0.636845, 2.489587, 7.840684], [-0.192486, 2.220435, 6.765226], [-1.557121, 2.372115, 6.925980], [-2.117797, 2.774383, 8.123902], [-1.279153, 3.038768, 9.193552], [-2.442724, 2.107056, 5.784295], [-1.931064, 1.731922, 4.742439], [-3.631456, 2.276401, 5.933254], [0.746819, 3.113195, 9.888430], [1.706884, 2.380788, 7.733631], [0.217803, 1.900961, 5.819631], [-3.187297, 2.880633, 8.223300], [-1.698655, 3.355361, 10.137860]],
  "atomic_forces_ev_per_a": [[0.001, -0.049, 0.308], [-0.499, -0.087, -0.385], [0.637, -0.724, 0.963], [-0.026, 0.642, -0.485], [-1.779, -0.868, 0.052], [0.483, 1.403, 0.219], [1.858, -1.964, 1.048], [-0.779, 0.616, -0.277], [-0.720, 0.605, -0.254], [-0.184, 0.432, -0.157], [-0.609, -2.361, 0.905], [0.001, 0.417, -1.007], [0.088, 0.122, -0.688], [0.139, 0.016, 0.489], [-0.256, 0.047, -0.152], [0.039, 0.050, -0.321], [-0.555, 1.371, -0.874], [0.261, -1.659, 1.925], [0.341, 0.282, -0.471], [-0.173, 0.488, -0.357], [-0.159, 0.483, -0.568], [-0.809, 1.481, 0.994], [0.339, 0.017, -0.050], [0.135, 1.040, 0.459], [0.096, -0.306, 0.170], [-0.117, -0.098, -0.038], [0.253, -1.090, -2.994], [0.035, -0.122, 0.486], [0.385, 0.516, 0.723], [-0.747, 0.345, 0.930], [2.147, -0.581, -1.160], [-0.243, 0.462, 0.430], [-0.019, 1.035, 0.163], [-0.103, -0.370, -0.127], [-0.186, 0.151, -0.257], [0.201, 0.254, -0.232], [0.037, 0.183, 0.342], [0.046, -0.363, -0.307], [0.323, 0.360, 0.168], [-0.149, -0.133, -0.179], [0.105, 0.037, -0.039], [-0.050, -0.031, 0.038], [0.014, -0.035, -0.172], [0.215, 0.091, -0.058], [-0.055, 0.083, 0.158], [-0.426, 0.327, -0.523], [0.061, -0.101, 0.080], [0.127, -0.137, -0.032], [-0.040, -0.286, 0.240], [0.574, 0.566, -0.188], [-0.396, -0.320, -0.052], [0.144, 0.078, -0.092], [-0.136, -0.009, 0.038], [0.263, 0.085, 0.132], [0.045, -0.023, 0.502], [-0.107, -0.195, 0.279], [0.070, 0.101, 0.021], [-0.010, -0.066, 0.255], [-0.119, -0.054, -0.203], [0.055, -0.287, 0.126], [0.172, -0.035, -0.135], [-0.102, -0.003, 0.224], [0.010, -0.372, -0.040], [0.085, 0.045, 0.060], [0.273, -0.430, -0.158], [-0.206, -0.284, -0.159], [-0.115, -0.017, -0.033], [0.079, 0.032, -0.126], [0.152, 0.114, 0.017], [-0.033, 0.076, 0.209], [-0.245, -0.175, 0.006], [0.487, 0.114, 0.068], [-0.050, 0.031, -0.055], [-0.033, -0.227, -0.158], [-0.072, -0.424, -0.002], [0.102, -0.012, 0.029], [0.028, -0.156, 0.166], [-0.203, 0.053, 0.006], [-0.223, -0.291, 0.091], [0.033, 0.095, 0.094], [-0.149, -0.114, -0.023], [-0.049, 0.039, 0.060], [0.053, -0.012, -0.027], [0.016, -0.004, -0.006], [-0.051, -0.059, -0.012], [0.002, 0.147, 0.029], [-0.063, 0.028, 0.028], [-0.082, -0.169, -0.046], [-0.015, 0.087, 0.039], [0.074, -0.096, -0.049], [-0.045, 0.347, 0.054], [0.036, -0.071, -0.006], [-0.007, -0.002, 0.012], [0.009, 0.011, 0.015], [0.095, -0.048, 0.016], [0.083, 0.034, -0.030], [0.001, -0.019, -0.006], [0.019, 0.013, 0.002], [0.037, -0.063, -0.048], [-0.166, 0.070, 0.059], [-0.071, -0.045, -0.035], [0.099, -0.131, -0.096], [-0.094, 0.035, 0.021], [-0.122, -0.055, -0.027], [0.151, 0.030, 0.136], [0.058, -0.006, -0.017], [-0.008, -0.011, 0.003], [-0.007, 0.004, 0.008], [0.098, 0.033, 0.001], [0.036, 0.081, 0.046], [0.015, -0.010, -0.004], [-0.011, -0.020, -0.001], [0.008, 0.044, -0.084], [-0.007, 0.027, 0.185], [0.067, 0.063, 0.009], [0.029, 0.041, -0.182], [0.003, 0.032, 0.090], [-0.050, -0.014, -0.024], [-0.118, -0.015, 0.099], [-0.077, -0.025, -0.087], [0.001, 0.011, 0.001], [0.002, -0.004, 0.017], [-0.005, -0.089, -0.045], [-0.022, -0.087, 0.034], [0.002, -0.004, -0.018], [-0.013, -0.004, -0.020], [-0.045, 0.030, 0.076], [0.168, -0.031, -0.074], [0.060, 0.006, 0.065], [-0.127, 0.052, 0.129], [0.092, -0.009, -0.022], [-0.026, -0.022, 0.025], [0.087, -0.027, -0.177], [-0.072, 0.034, -0.010], [0.006, -0.007, 0.012], [0.012, -0.011, -0.008], [-0.084, 0.009, -0.052], [-0.021, -0.022, -0.090], [-0.017, 0.000, 0.008]]
}